Record 1
102
Properties=species:S:1:pos:R:3 method="wB97M-V/def2-TZVPD" orbital_gap_ev=8.3 homo_ev=-11.21 multiplicity=1 charge=+1
C 5.96 -2.76 1.18
C 4.40 -2.54 1.28
N 4.16 -1.09 1.14
C 2.92 -0.77 0.49
C 1.70 -1.14 1.39
N 0.40 -1.12 0.61
B -0.82 -1.53 1.45
C -0.95 -2.84 2.33
O -1.90 -0.64 1.48
C 0.51 -1.79 -0.73
P 0.75 -3.64 -0.69
O 1.41 -4.18 0.74
O 1.72 -4.16 -1.95
S -0.99 -4.48 -0.97
C 1.64 -1.00 -1.51
N 1.77 -1.41 -2.89
O 2.87 -1.29 -0.85
H 6.29 -2.79 0.11
H 6.26 -3.73 1.64
H 6.51 -1.91 1.64
H 4.05 -2.97 2.24
H 3.96 -3.16 0.46
H 4.95 -0.64 0.68
H 2.90 0.35 0.39
H 1.82 -2.06 1.99
H 1.59 -0.30 2.13
H 0.25 -0.12 0.40
H -1.62 -2.60 3.20
H -1.50 -3.65 1.77
H 0.01 -3.22 2.75
H -2.04 -0.25 0.60
H -0.43 -1.60 -1.30
H 2.31 -4.56 0.64
H 1.29 -3.96 -2.79
H 1.36 0.09 -1.50
H 2.12 -0.65 -3.48
H 0.90 -1.80 -3.25
C 7.32 -4.15 5.18
Br 5.46 -4.18 4.65
Br 8.25 -5.74 4.62
Br 8.22 -2.55 4.59
H 7.34 -4.14 6.27
C -5.20 1.59 2.08
Br -5.68 3.45 2.07
Br -6.05 0.62 3.51
Br -5.53 0.76 0.36
H -4.13 1.54 2.25
C -2.13 -0.28 -4.92
Br -0.95 1.25 -4.84
Br -1.30 -1.88 -4.19
Br -3.83 0.08 -4.08
H -2.32 -0.48 -5.96
C -4.79 -5.40 1.46
Br -3.49 -6.83 1.36
Br -5.81 -5.47 3.11
Br -3.98 -3.67 1.19
H -5.50 -5.56 0.65
C -10.00 4.69 2.14
Br -8.93 5.90 1.08
Br -9.81 2.85 1.56
Br -9.65 4.88 4.03
H -11.04 4.96 1.98
C -2.62 5.34 -4.34
Br -3.51 3.66 -4.00
Br -3.45 6.80 -3.39
Br -0.72 5.26 -3.99
H -2.73 5.54 -5.40
C 2.33 -8.05 -0.38
Br 1.40 -6.34 -0.51
Br 1.79 -9.28 -1.77
Br 4.25 -7.81 -0.34
H 2.04 -8.49 0.57
C 2.93 3.71 -2.21
Br 2.45 5.57 -2.25
Br 2.08 2.79 -0.73
Br 2.59 2.83 -3.90
H 4.01 3.66 -2.04
C 11.34 -6.55 7.94
Br 11.36 -4.81 7.10
Br 9.54 -7.14 8.35
Br 12.30 -7.87 6.91
H 11.86 -6.45 8.89
C 2.24 1.08 -7.93
Br 4.02 1.76 -7.60
Br 1.82 -0.41 -6.76
Br 0.91 2.49 -7.81
H 2.22 0.71 -8.94
C -13.92 6.95 0.76
Br -15.85 6.91 0.66
Br -13.30 7.39 2.54
Br -13.13 5.31 0.11
H -13.59 7.74 0.10
C 5.95 6.85 -3.57
Br 7.02 8.03 -4.66
Br 6.15 5.00 -4.12
Br 6.32 7.08 -1.69
H 4.92 7.12 -3.73
C -6.72 9.54 1.49
Br -6.78 10.05 -0.37
Br -8.44 9.72 2.34
Br -5.99 7.77 1.72
H -6.04 10.23 1.98

Record 2
66
Properties=species:S:1:pos:R:3 method="wB97M-V/def2-TZVPD" orbital_gap_ev="8.0 / 5.1" homo_ev="-8.25 / -8.27" multiplicity=2 e_above_lowest_kj_mol=0.0 s2=0.759 charge=0
Cu -1.37 -0.07 -0.82
C -0.67 -3.15 1.15
C -1.36 -2.11 2.02
Ge -0.95 -0.24 1.56
C -2.22 0.98 2.41
C -2.42 0.57 3.87
C 0.88 0.09 2.15
C 1.84 0.23 1.23
Ge 1.12 0.12 -0.61
C 1.51 1.72 -1.66
C 2.96 1.81 -2.15
C 1.33 -1.60 -1.55
C 2.65 -2.34 -1.31
C 3.26 0.50 1.55
C 4.28 0.19 0.65
C 5.61 0.43 0.95
C 5.95 1.01 2.16
C 4.95 1.35 3.06
C 3.62 1.10 2.76
H -0.83 -4.16 1.54
H 0.41 -2.99 1.09
H -1.07 -3.13 0.13
H -1.02 -2.21 3.06
H -2.44 -2.23 2.02
H -3.16 0.92 1.86
H -1.84 2.00 2.34
H -2.83 -0.44 3.94
H -3.11 1.24 4.37
H -1.48 0.59 4.43
H 1.11 0.12 3.22
H 1.27 2.59 -1.03
H 0.84 1.70 -2.51
H 3.67 1.92 -1.33
H 3.08 2.67 -2.81
H 3.24 0.92 -2.72
H 1.18 -1.39 -2.61
H 0.50 -2.22 -1.22
H 3.50 -1.80 -1.72
H 2.62 -3.31 -1.80
H 2.84 -2.51 -0.25
H 4.02 -0.26 -0.31
H 6.38 0.17 0.23
H 6.99 1.20 2.40
H 5.20 1.82 4.00
H 2.85 1.40 3.46
N -2.97 -2.21 -2.79
C -2.06 -1.37 -3.39
N -1.76 -1.42 -4.68
N -0.87 -0.42 -4.84
N -0.64 0.18 -3.73
N -1.39 -0.40 -2.77
C -3.56 -1.92 -1.57
N -4.74 -2.37 -1.19
N -4.93 -1.82 0.03
N -3.92 -1.08 0.35
N -3.02 -1.12 -0.66
H -3.51 -2.80 -3.40
C -2.71 3.52 0.17
Te -1.97 2.39 -1.46
C -3.87 1.70 -2.07
H -3.42 2.93 0.74
H -3.19 4.41 -0.24
H -1.87 3.81 0.80
H -4.48 2.56 -2.35
H -4.32 1.13 -1.26
H -3.70 1.06 -2.93